(1)
Formula: C26H33N4
Source: OMol25
Level of theory: ωB97M-V/def2-TZVPD

Each line ends with the Löwdin charge.
Positions of all 63 atoms, in Å:
C1 1.949 4.028 -4.627  -0.04
C2 1.210 3.437 -3.442  -0.27
C3 1.494 3.851 -2.136  -0.01
C4 0.791 3.277 -1.053  -0.04
C5 -0.174 2.269 -1.272  -0.18
C6 -0.921 1.604 -0.111  -0.02
C7 -0.143 1.565 1.152  -0.10
C8 -0.687 1.573 2.448  -0.13
C9 -2.140 1.811 2.939  -0.52
C10 -2.483 3.220 2.472  -0.03
C11 -2.192 1.715 4.467  -0.05
C12 -3.137 0.815 2.346  -0.03
N1 0.301 1.365 3.328  0.14
C13 1.540 1.205 2.702  -0.17
C14 2.806 1.046 3.269  -0.01
C15 3.896 0.955 2.387  -0.08
C16 3.676 1.050 1.008  -0.07
C17 2.392 1.230 0.463  -0.04
C18 1.294 1.388 1.306  -0.13
N2 -1.747 0.096 -0.692  0.04
C19 -0.970 -1.016 -0.216  -0.18
C20 -1.269 -2.273 -1.004  -0.14
C21 -2.752 -2.603 -1.109  -0.13
N3 -3.486 -1.385 -1.391  -0.03
C22 -4.812 -1.364 -2.023  -0.09
C23 -5.024 0.101 -2.271  -0.12
N4 -3.789 0.724 -1.827  0.12
C24 -2.957 -0.171 -1.278  -0.31
C25 -0.500 1.943 -2.598  -0.03
C26 0.217 2.486 -3.671  -0.03
H1 1.460 3.710 -5.540  0.07
H2 1.923 5.113 -4.587  0.08
H3 2.982 3.688 -4.661  0.09
H4 2.256 4.618 -1.954  0.13
H5 1.035 3.602 -0.031  0.13
H6 -1.971 1.894 0.023  0.10
H7 -2.425 3.320 1.377  0.08
H8 -3.505 3.448 2.800  0.10
H9 -1.793 3.954 2.917  0.10
H10 -1.930 0.718 4.824  0.09
H11 -1.545 2.456 4.934  0.09
H12 -3.214 1.921 4.790  0.09
H13 -2.871 -0.233 2.570  0.10
H14 -4.123 1.002 2.799  0.10
H15 -3.249 0.915 1.259  0.06
H16 0.224 1.323 4.358  0.17
H17 2.938 1.062 4.364  0.12
H18 4.908 0.824 2.773  0.11
H19 4.524 0.981 0.314  0.11
H20 2.219 1.237 -0.619  0.11
H21 -1.070 -1.176 0.852  0.12
H22 0.088 -0.733 -0.398  0.14
H23 -0.901 -2.073 -2.013  0.12
H24 -0.711 -3.140 -0.620  0.13
H25 -2.950 -3.345 -1.916  0.14
H26 -3.116 -3.076 -0.178  0.13
H27 -4.812 -1.987 -2.918  0.13
H28 -5.593 -1.784 -1.374  0.13
H29 -5.227 0.291 -3.328  0.13
H30 -5.887 0.478 -1.735  0.12
H31 -3.635 1.716 -1.890  0.16
H32 -1.294 1.222 -2.777  0.09
H33 -0.008 2.192 -4.685  0.11

## Properties
* ΔE to the lowest compared entry with this formula, charge and spin: 0.0 kJ/mol
* net charge: +1
* multiplicity: 1
* SMILES: Cc1ccc([C@H](c2c(C(C)(C)C)[nH]c3ccccc23)N2CCCN3CC[NH+]=C32)cc1

(2)
Formula: C13H48N18O13
Source: OMol25
Level of theory: ωB97M-V/def2-TZVPD

Each line ends with the Löwdin charge.
Positions of all 92 atoms, in Å:
N1 1.934 -4.212 4.711  0.15
C1 2.616 -4.080 5.804  -0.75
N2 1.793 -4.357 6.762  0.14
O1 3.784 -3.644 5.980  -0.01
H1 1.009 -4.615 4.666  0.11
H2 2.308 -4.108 3.778  0.12
H3 0.828 -4.406 6.467  0.11
H4 1.983 -4.526 7.739  0.12
N3 -4.735 7.384 -2.491  0.16
C2 -5.312 6.257 -2.429  -0.83
N4 -6.112 6.133 -1.416  0.17
O2 -5.063 5.419 -3.282  0.01
H5 -4.257 7.469 -3.376  0.13
H6 -5.026 8.160 -1.914  0.12
H7 -6.237 6.957 -0.846  0.11
H8 -6.558 5.262 -1.166  0.12
N5 -1.299 1.432 -0.724  0.16
C3 -1.049 0.338 -0.081  -0.82
N6 -2.067 -0.441 -0.057  0.16
O3 -0.040 0.115 0.574  0.02
H9 -0.503 2.050 -0.787  0.12
H10 -2.175 1.591 -1.200  0.11
H11 -1.874 -1.200 0.581  0.13
H12 -2.856 -0.220 -0.647  0.12
N7 -9.942 -0.790 -3.032  0.16
C4 -9.402 0.369 -2.886  -0.80
N8 -10.190 1.330 -3.215  0.17
O4 -8.253 0.499 -2.424  0.00
H13 -10.820 -1.111 -3.413  0.12
H14 -9.205 -1.480 -3.032  0.12
H15 -11.002 1.258 -3.811  0.12
H16 -9.674 2.197 -3.241  0.12
N9 -5.727 -5.763 3.447  0.14
C5 -4.632 -6.581 3.373  -0.78
N10 -4.878 -7.885 3.404  0.15
O5 -3.546 -6.161 3.273  0.07
H17 -5.680 -4.792 3.175  0.11
H18 -6.610 -6.244 3.540  0.09
H19 -5.765 -8.230 3.741  0.10
H20 -4.078 -8.500 3.363  0.12
N11 -2.622 0.893 -6.357  0.15
C6 -3.183 -0.274 -6.612  -0.81
N12 -3.982 -0.763 -5.696  0.17
O6 -2.822 -0.889 -7.574  0.04
H21 -3.048 1.541 -5.710  0.10
H22 -2.220 1.248 -7.213  0.12
H23 -4.132 -0.146 -4.911  0.11
H24 -4.406 -1.674 -5.798  0.12
N13 3.129 0.520 -5.335  0.15
C7 4.044 0.888 -4.491  -0.83
N14 5.020 0.021 -4.530  0.16
O7 4.031 1.931 -3.932  0.07
H25 2.234 0.982 -5.262  0.12
H26 3.238 -0.266 -5.961  0.11
H27 4.834 -0.950 -4.738  0.11
H28 5.878 0.198 -4.028  0.12
N15 3.139 5.468 0.679  0.15
C8 3.403 6.701 1.036  -0.82
N16 4.501 7.074 0.467  0.16
O8 2.867 7.281 1.926  0.06
H29 2.266 5.106 1.035  0.12
H30 3.539 5.127 -0.183  0.11
H31 4.981 7.945 0.639  0.12
H32 4.995 6.413 -0.115  0.11
N17 7.272 1.151 1.168  0.15
C9 8.496 1.200 0.635  -0.84
N18 9.388 0.773 1.400  0.18
O9 8.682 1.608 -0.475  0.04
H33 7.185 0.731 2.083  0.10
H34 6.560 1.514 0.550  0.12
H35 9.012 0.494 2.294  0.11
H36 10.369 0.694 1.172  0.14
O10 4.275 4.074 6.866  -0.06
C10 3.520 2.904 6.863  -0.28
C11 2.026 2.993 6.564  -0.23
O11 1.263 3.765 7.523  -0.07
H37 4.374 4.371 5.959  0.09
H38 4.105 2.294 6.175  0.12
H39 3.585 2.425 7.840  0.12
H40 1.495 2.040 6.571  0.12
H41 2.067 3.412 5.559  0.11
H42 1.625 4.651 7.444  0.07
O12 3.235 -5.183 -1.339  -0.07
C12 2.416 -5.980 -2.121  -0.26
C13 3.059 -7.257 -2.767  -0.23
O13 3.068 -8.272 -1.802  -0.07
H43 2.745 -4.374 -1.174  0.09
H44 1.629 -6.222 -1.406  0.12
H45 2.019 -5.324 -2.896  0.11
H46 4.042 -7.094 -3.211  0.12
H47 2.345 -7.534 -3.542  0.11
H48 2.770 -9.102 -2.181  0.08

## Properties
* ΔE to the lowest compared entry with this formula, charge and spin: 820.8 kJ/mol
* multiplicity: 1
* SMILES: NC(N)=O.NC(N)=O.NC(N)=O.NC(N)=O.NC(N)=O.NC(N)=O.NC(N)=O.NC(N)=O.NC(N)=O.OCCO.OCCO

(3)
Formula: C3H5NO2
Source: OMol25
Level of theory: ωB97M-V/def2-TZVPD

Each line ends with the Löwdin charge.
Positions of all 11 atoms, in Å:
H1 -2.600 -0.906 0.527  0.06
N1 -1.708 -0.545 0.202  0.13
C1 -1.209 0.282 1.014  -0.29
O1 -0.039 0.907 0.752  0.01
C2 0.455 0.701 -0.557  -0.50
C3 1.464 -0.406 -0.615  0.02
O2 0.094 1.407 -1.446  0.16
H2 -1.587 0.608 1.990  0.14
H3 2.329 -0.173 0.011  0.09
H4 1.011 -1.326 -0.234  0.09
H5 1.790 -0.549 -1.644  0.09

## Properties
* ΔE to the lowest compared entry with this formula, charge and spin: 86.4 kJ/mol
* multiplicity: 1
* SMILES: [H]/N=C/OC(C)=O

(4)
Formula: C3H3NO2
Source: OMol25
Level of theory: ωB97M-V/def2-TZVPD

Each line ends with the Löwdin charge.
Positions of all 9 atoms, in Å:
O1 -0.453 -1.927 0.445  0.04
C1 -0.019 -0.702 0.201  -0.43
C2 -0.078 0.062 -0.983  0.04
C3 0.172 1.310 -0.390  -0.19
O2 0.320 1.353 0.861  -0.01
N1 0.069 0.108 1.322  0.08
H1 -0.040 -2.180 1.403  0.20
H2 0.000 -0.310 -2.031  0.13
H3 0.030 2.286 -0.829  0.13

## Properties
* ΔE to the lowest compared entry with this formula, charge and spin: 317.6 kJ/mol
* multiplicity: 1
* SMILES: Oc1ccon1

no.,LUMO energy (eV),orbital gap (eV)
1,-2.0477,8.5
2,-0.0236,9.3
3,0.9002,11.5
4,0.8195,10.3